DFT (the ωB97M-V functional and the def2-TZVPD basis) results for a structure of composition C29H22Cl3IrN2O2PS.

## Properties
<S²>	0.759

The geometry in ORCA input format:
```
! wB97M-V def2-TZVPD RIJCOSX def2/J DEFGRID3
* xyz 2 2
H -5.0601 -3.1388 -4.5775
N -2.9249 -1.5666 0.7370
Cl 0.4823 -0.1633 4.6681
H 0.8091 -2.0957 -3.1018
C -2.3352 -2.6823 0.2705
C -4.5123 -1.7889 -3.0018
H 3.9389 -2.4186 0.8767
C 3.4340 -2.2428 2.9675
O -2.2309 -0.4074 0.8527
C -2.7580 4.2160 -1.9438
H 2.5732 2.1565 -4.9162
H 3.7511 0.0322 -5.3530
H -1.3282 1.8490 0.9630
C -2.3406 2.2600 -3.2775
C -2.8789 3.5280 -3.1459
H -3.4027 3.9804 -3.9765
C -1.9936 -1.7553 -4.1982
C -1.5385 2.3870 -1.0139
C -4.3871 -3.8527 0.6679
H -1.9921 4.1877 0.0659
O 0.3736 0.2442 1.7139
Cl 1.9319 -0.7926 -0.4639
H 2.7173 -1.9031 4.9567
C 0.5093 0.0414 -3.2675
S -0.6903 -2.5810 -0.2953
H -5.9713 -2.6390 1.5076
C 1.0142 1.2384 -3.7714
H -2.8327 -3.0968 -5.6401
C 3.2749 -1.9853 1.6108
C 2.8436 0.0348 -4.7644
C 2.3484 -1.1607 -4.2536
C 2.1823 1.2289 -4.5212
Ir -0.4624 -0.3711 -0.0405
H -5.4977 -1.7866 -2.5548
H -2.4546 1.7125 -4.2054
C -3.0825 -3.8568 0.2262
H 2.8690 -2.0895 -4.4434
H -3.7018 -0.4074 -1.5818
H 0.0810 2.2215 0.2524
H -3.1891 5.2027 -1.8423
H -4.5237 -0.5697 1.5505
C -2.2344 -1.0121 -3.0469
H -4.9722 -4.7616 0.6384
C -4.1972 -1.5302 1.1807
C -3.4996 -1.0247 -2.4515
C 2.2350 -1.1566 1.2641
H -1.0289 -1.7284 -4.6854
C -3.0158 -2.5233 -4.7417
C 1.3356 -0.5792 2.1569
H -2.6163 -4.7522 -0.1604
C -1.6669 1.6828 -2.2011
C 1.5375 -0.8609 3.5064
H 0.5022 2.1744 -3.5888
C -2.0890 3.6490 -0.8685
C 1.1873 -1.1604 -3.5014
N -0.8139 1.7615 0.0862
C 2.5786 -1.6882 3.9065
C -4.2665 -2.5450 -4.1440
P -0.9863 0.0221 -2.2786
Cl 4.7034 -3.2850 3.4813
C -4.9519 -2.6731 1.1523
*
```

=====

DFT (the ωB97M-V functional and the def2-TZVPD basis) results for a structure of composition C29H22CrN7O7S3.

## Properties
<S²>	6.046

The geometry in ORCA input format:
```
! wB97M-V def2-TZVPD RIJCOSX def2/J DEFGRID3
* xyz -1 5
O -0.4621 -4.8786 -0.6940
C 4.8204 -1.2759 0.9398
C -4.1125 1.5691 2.4591
H -1.2677 -1.0030 -3.5650
H 5.3398 -1.0534 -2.4938
C 2.7885 -0.4594 -3.1497
C -1.8751 1.2378 0.7926
H -2.1818 5.0494 -5.7501
H -4.9783 1.6953 3.1006
C 1.5367 -0.6386 2.7955
C 0.6424 -3.6790 1.0373
C 0.4685 -0.8289 -2.5776
N 1.2367 -1.0176 -1.5228
H -2.5064 2.5796 -4.4092
O 2.1225 -0.2307 3.7890
C -1.8839 4.5003 -3.6872
C -3.6480 2.6160 1.6883
O 0.9614 0.0696 1.8988
H -2.5652 6.3330 -4.5959
N 5.1024 -1.4443 2.2639
H 6.0569 -1.2902 2.5330
C -3.4621 0.3260 2.4326
C -3.8789 -0.8022 3.2002
C 1.9465 -3.1133 3.3671
H 2.4362 -2.8568 4.2962
H -2.2051 3.2991 0.2687
O 0.4153 3.1043 0.7070
H 0.9287 -5.7454 1.4524
H 4.4144 -1.1016 2.9250
H 0.0314 4.9658 -0.9098
N -1.5986 -1.0006 1.5464
H -3.4431 -2.8755 3.6518
O -0.7356 -2.6502 -0.5291
C -2.3215 0.1829 1.6034
H 3.7134 -0.2129 -3.6390
O 1.4319 1.6403 -0.9930
Cr 0.0669 -0.9016 0.4447
C 5.0102 -1.0800 -1.4697
C 1.7815 -4.4351 2.9710
C -1.3059 2.3955 -2.6440
N 0.8464 -2.4212 1.4027
N 3.6520 -1.1733 0.3939
C 1.4622 -2.1264 2.5437
C -0.5936 3.0782 -1.6688
H -1.1089 6.2480 -2.7168
C -3.1479 -1.9918 3.0996
H -1.2593 -1.6314 -1.9761
C -0.5188 4.4591 -1.6937
H -4.7495 -0.7295 3.8405
H -3.6634 4.9634 -4.8002
N -0.7537 0.9311 -0.0378
S 6.1579 -1.2504 -0.2054
S 1.3123 -0.3358 -4.0078
N -0.8814 -0.9541 -2.6388
C 1.1093 -4.7311 1.7863
H -4.1397 3.5815 1.7362
C -2.6128 5.2578 -4.7680
H -1.3796 1.3165 -2.5843
C -0.2538 -3.7901 -0.1844
C -2.5485 2.4610 0.8533
C 3.7441 -1.0318 -0.9740
C -2.0481 -2.0636 2.2847
C 2.5840 -0.8328 -1.8654
C -1.9423 3.1081 -3.6467
C -1.1616 5.1649 -2.7027
O 2.2671 -5.4083 3.7750
S 0.2427 2.1682 -0.3694
H -1.4974 -2.9910 2.2035
H 2.0613 -6.2647 3.3862
*
```

=====

Energy relative to the best compared isomer or geometry (same formula, charge and spin) (computed, eV): 0.0000; 0.2420
Electronic energy (computed, Eh): -3602.22314; -4267.57895